Molecular formula: C13H6Cl5NO4Pt
Method: DFT, ωB97M-V with the def2-TZVPD basis set

Results
calculated total energy = -3274.93653 Eh
Kohn-Sham gap (spin up / spin down) = 5.76 / 6.73 eV
LUMO energy (spin up / spin down) = 4.6 / 4.0 eV
energy relative to the best compared isomer or geometry (same formula, charge and spin) = 0.00 kcal per mole
strongest force on any atom = 0.01819 Eh/bohr
highest occupied orbital energy (spin up / spin down) = -1.204 / -2.731 eV

```
! wB97M-V def2-TZVPD RIJCOSX def2/J DEFGRID3
* xyz -2 3
Pt -0.1924 0.3839 -0.2415
Cl 1.5335 7.0059 0.2447
C 1.5814 5.2553 0.1218
C 2.8203 4.5984 0.1101
Cl 4.8346 5.8386 0.1820
C 2.8653 3.2457 0.0263
Cl 4.3604 2.3538 0.0096
C 1.6771 2.4657 -0.0542
O 1.6584 1.1882 -0.1392
C 0.3917 3.1645 -0.0431
O -0.6687 2.4724 -0.1156
C 0.3800 4.5969 0.0491
Cl -1.1543 5.3606 0.0585
O -2.3708 -0.3071 1.6431
N -2.8819 -0.4770 0.5475
O -2.1234 -0.2761 -0.4755
Cl -0.7004 -2.7146 -2.9256
C -1.0046 -3.2509 -1.2873
C -1.9118 -4.2876 -1.1193
C -2.2020 -4.7461 0.1539
C -1.5760 -4.1536 1.2433
C -0.6772 -3.1214 1.0493
C -0.3565 -2.6302 -0.2208
C 0.5933 -1.4885 -0.3712
H -2.3894 -4.7168 -1.9903
H -2.9178 -5.5475 0.2917
H -1.8045 -4.4840 2.2495
H -0.2200 -2.6350 1.9020
H 1.1164 -1.5478 -1.3272
H 1.3392 -1.5457 0.4285
*
```